Computed, not measured: a structure of composition C47H45CaGeIN10O2Se, with the ωB97M-V functional and the def2-TZVPD basis.

Last column: Löwdin charge in e.
CARTESIAN COORDINATES (ANGSTROEM)
Ca (-0.154, -0.323, -0.284)  1.18
C (4.233, 0.499, 0.734)  -0.02
C (4.007, -0.847, 0.125)  -0.25
N (4.912, -1.775, 0.277)  0.12
C (4.687, -2.996, -0.253)  -0.11
C (3.546, -3.339, -0.927)  -0.17
C (3.401, -4.757, -1.409)  -0.21
O (2.319, -5.445, -0.778)  -0.06
C (2.520, -2.362, -1.092)  -0.08
C (1.300, -2.804, -1.752)  -0.06
N (0.143, -2.237, -1.746)  -0.02
C (-0.879, -2.837, -2.516)  -0.35
C (-0.638, -3.198, -3.840)  -0.03
C (-1.653, -3.693, -4.644)  -0.07
C (-2.930, -3.839, -4.128)  -0.08
C (-3.190, -3.474, -2.814)  -0.16
C (-2.179, -2.963, -2.013)  -0.64
I (-2.714, -2.293, -0.109)  1.08
C (2.765, -1.059, -0.587)  -0.32
O (1.962, -0.065, -0.701)  -0.26
H (5.178, 0.494, 1.272)  0.08
H (3.420, 0.767, 1.413)  0.07
H (4.252, 1.282, -0.026)  0.03
H (5.473, -3.731, -0.110)  0.11
H (4.344, -5.285, -1.241)  0.12
H (3.196, -4.814, -2.480)  0.12
H (2.511, -5.473, 0.165)  0.09
H (1.393, -3.765, -2.259)  0.12
H (0.351, -3.041, -4.250)  0.12
H (-1.446, -3.946, -5.675)  0.11
H (-3.731, -4.220, -4.746)  0.11
H (-4.193, -3.569, -2.422)  0.10
C (1.677, -3.140, 2.727)  -0.07
C (2.356, -2.269, 3.579)  -0.05
C (2.078, -0.925, 3.539)  -0.01
C (1.127, -0.426, 2.627)  -0.34
N (0.492, -1.281, 1.811)  0.00
C (0.758, -2.598, 1.860)  -0.16
N (0.949, 0.950, 2.676)  0.16
C (0.187, 1.735, 1.979)  -0.31
N (-0.699, 1.494, 0.967)  -0.01
C (-1.253, 2.672, 0.531)  -0.31
N (-2.155, 2.866, -0.358)  0.18
C (-2.741, 1.858, -1.110)  -0.29
C (-4.077, 1.742, -1.170)  -0.03
C (-4.741, 0.825, -2.080)  -0.09
C (-4.050, 0.097, -2.955)  -0.07
C (-2.564, 0.173, -2.980)  -0.20
N (-1.892, 0.963, -1.878)  -0.02
C (-0.671, 3.781, 1.335)  -0.10
C (-0.885, 5.146, 1.301)  -0.01
C (-0.194, 5.919, 2.229)  -0.08
C (0.671, 5.334, 3.152)  -0.09
C (0.884, 3.961, 3.171)  -0.02
C (0.196, 3.202, 2.244)  -0.11
H (1.859, -4.206, 2.739)  0.10
H (3.098, -2.644, 4.271)  0.11
H (2.581, -0.220, 4.184)  0.11
H (0.194, -3.214, 1.168)  0.08
H (-4.662, 2.393, -0.536)  0.11
H (-5.821, 0.762, -2.050)  0.11
H (-4.533, -0.577, -3.651)  0.10
H (-2.134, -0.825, -3.007)  0.10
H (-1.566, 5.581, 0.582)  0.11
H (-0.332, 6.993, 2.240)  0.10
H (1.189, 5.967, 3.861)  0.10
H (1.560, 3.497, 3.876)  0.11
N (-1.858, -2.588, -10.750)  0.15
C (-1.678, -2.068, -9.740)  -0.20
C (-1.453, -1.429, -8.477)  -0.25
C (-2.525, -0.980, -7.709)  -0.02
C (-2.303, -0.383, -6.485)  -0.01
C (-0.997, -0.206, -6.004)  -0.21
C (0.079, -0.654, -6.786)  -0.01
C (-0.153, -1.258, -8.003)  -0.03
N (-0.801, 0.357, -4.769)  0.00
C (0.399, 0.503, -4.062)  -0.03
C (0.219, 1.250, -2.977)  -0.11
N (-1.125, 1.739, -2.894)  0.04
C (-1.834, 1.042, -4.008)  -0.15
H (-3.537, -1.113, -8.065)  0.12
H (-3.151, -0.076, -5.889)  0.10
H (1.097, -0.522, -6.448)  0.10
H (0.682, -1.600, -8.600)  0.12
H (1.308, 0.028, -4.390)  0.13
H (0.955, 1.537, -2.242)  0.05
H (-2.445, 1.691, -4.639)  0.16
C (5.749, 6.480, -0.455)  -0.22
Ge (4.262, 5.289, -0.910)  0.73
C (2.897, 6.267, -1.910)  -0.22
C (3.481, 4.531, 0.706)  -0.21
C (4.951, 3.788, -1.974)  -0.60
Se (3.512, 2.560, -2.479)  0.87
C (3.144, 3.349, -4.216)  -0.41
H (5.409, 7.314, 0.160)  0.02
H (6.207, 6.892, -1.355)  0.02
H (6.516, 5.941, 0.102)  0.02
H (2.599, 7.154, -1.350)  0.02
H (2.012, 5.648, -2.061)  0.02
H (3.265, 6.593, -2.884)  0.02
H (2.971, 5.297, 1.289)  0.01
H (4.246, 4.075, 1.336)  0.03
H (2.747, 3.765, 0.450)  0.01
H (5.659, 3.213, -1.374)  0.01
H (5.474, 4.080, -2.884)  0.02
H (3.151, 4.434, -4.135)  0.01
H (2.149, 3.033, -4.524)  0.00
H (3.875, 3.026, -4.954)  0.02

For the relative energy (zero: lowest compared OMol25 entry of this formula, charge and spin), the calculation gives 86.4 kcal per mole.

=====

Computed, not measured: a cluster of 3 separate species, C6H18O3 in total at a distorted geometry, with the ωB97M-V functional and the def2-TZVPD basis.

Last column: Löwdin charge in e.
CARTESIAN COORDINATES (ANGSTROEM)
C (-2.924, 1.194, -0.638)  -0.06
C (-2.414, 2.674, -0.915)  -0.30
O (-3.400, 3.524, -0.364)  -0.09
H (-2.295, 0.512, -1.211)  0.06
H (-3.986, 1.128, -0.874)  0.07
H (-2.759, 0.931, 0.406)  0.05
H (-2.391, 2.962, -1.966)  0.10
H (-1.418, 2.859, -0.513)  0.09
H (-3.504, 4.152, -1.082)  0.08
C (1.660, -3.192, 0.467)  -0.09
C (2.194, -3.098, -0.943)  -0.27
O (2.707, -1.751, -1.268)  -0.10
H (0.976, -4.010, 0.695)  0.08
H (1.079, -2.294, 0.674)  0.06
H (2.486, -3.240, 1.176)  0.08
H (1.471, -3.330, -1.725)  0.11
H (2.976, -3.853, -1.023)  0.10
H (3.651, -1.736, -1.093)  0.08
C (-0.044, 0.907, 1.837)  -0.09
C (0.819, 0.807, 0.638)  -0.34
O (2.020, 0.114, 1.018)  -0.09
H (-0.995, 1.339, 1.526)  0.05
H (0.496, 1.581, 2.502)  0.08
H (-0.106, -0.054, 2.348)  0.08
H (0.899, 1.786, 0.165)  0.11
H (0.278, 0.173, -0.065)  0.10
H (2.525, -0.087, 0.227)  0.05

Its structure (SMILES) is CCO.CCO.CCO. For the relative energy (zero: lowest compared OMol25 entry of this formula, charge and spin), the calculation gives 30.8 kcal per mole.

=====

Computed, not measured: a structure of composition C38H48BClGe2N6O5SY, with the ωB97M-V functional and the def2-TZVPD basis.

Last column: Mulliken spin population.
CARTESIAN COORDINATES (ANGSTROEM)
Y (0.356, 0.123, 0.591)  0.08
C (2.669, 3.177, 1.845)  0.01
C (1.219, 3.195, 2.200)  -0.01
C (0.533, 4.213, 2.874)  0.00
C (-0.767, 3.766, 2.992)  0.00
C (-1.928, 4.447, 3.636)  0.00
N (-0.841, 2.558, 2.401)  0.02
N (0.381, 2.206, 1.904)  0.01
B (-1.929, 1.489, 2.664)  0.00
N (-1.323, 0.339, 3.489)  0.00
N (-0.350, -0.447, 2.952)  0.00
C (0.058, -1.263, 3.923)  0.00
C (1.168, -2.251, 3.777)  0.00
C (-0.662, -1.001, 5.097)  0.00
C (-1.525, 0.026, 4.781)  0.00
C (-2.523, 0.718, 5.650)  0.00
N (-2.477, 0.928, 1.330)  0.01
N (-1.904, 1.207, 0.119)  -0.03
C (-2.825, 0.922, -0.805)  -0.02
C (-2.649, 1.258, -2.246)  0.05
C (-3.976, 0.409, -0.195)  0.00
C (-3.714, 0.426, 1.159)  0.01
C (-4.572, 0.014, 2.305)  0.00
H (2.935, 4.062, 1.264)  0.00
H (2.918, 2.283, 1.285)  0.00
H (3.273, 3.183, 2.754)  0.00
H (0.934, 5.149, 3.225)  0.00
H (-1.667, 5.483, 3.846)  0.00
H (-2.202, 3.967, 4.577)  0.00
H (-2.804, 4.431, 2.989)  0.00
H (-2.823, 1.992, 3.285)  0.00
H (2.116, -1.793, 4.061)  0.00
H (1.266, -2.605, 2.756)  0.00
H (1.000, -3.100, 4.440)  0.00
H (-0.560, -1.497, 6.048)  0.00
H (-2.491, 0.288, 6.650)  0.00
H (-3.536, 0.610, 5.260)  0.00
H (-2.311, 1.785, 5.729)  0.00
H (-1.598, 1.336, -2.504)  -0.03
H (-3.130, 2.218, -2.454)  0.00
H (-3.107, 0.504, -2.884)  0.00
H (-4.880, 0.080, -0.681)  0.00
H (-5.497, -0.423, 1.936)  0.00
H (-4.819, 0.869, 2.938)  0.00
H (-4.059, -0.722, 2.927)  0.00
Cl (7.497, -2.431, 1.738)  0.00
C (5.932, -1.668, 1.698)  0.00
C (5.428, -1.064, 2.862)  0.00
C (4.197, -0.463, 2.861)  0.00
C (3.382, -0.444, 1.700)  0.00
O (2.216, 0.101, 1.732)  -0.01
C (3.931, -1.029, 0.528)  0.00
C (3.241, -0.931, -0.718)  0.00
O (2.142, -0.397, -0.901)  0.19
C (5.200, -1.640, 0.547)  0.00
H (6.029, -1.076, 3.762)  0.00
H (3.809, 0.009, 3.756)  0.00
H (3.758, -1.347, -1.598)  0.00
H (5.592, -2.082, -0.362)  0.00
C (-1.001, -4.291, 0.720)  0.00
S (-0.374, -2.804, 0.036)  0.03
O (-1.320, -1.722, 0.336)  -0.01
O (-0.283, -3.068, -1.418)  -0.02
O (0.919, -2.485, 0.633)  -0.01
H (-1.994, -4.441, 0.304)  0.00
H (-1.040, -4.170, 1.801)  0.00
H (-0.332, -5.100, 0.436)  0.00
C (0.364, 2.427, -3.673)  0.03
Ge (0.860, 2.497, -1.771)  0.39
C (-0.054, 4.035, -0.965)  0.10
C (2.823, 2.620, -1.765)  0.12
Ge (-0.279, -1.279, -2.555)  -0.01
C (-1.930, -1.866, -3.489)  0.01
C (-3.068, -2.210, -2.755)  0.00
C (-4.275, -2.472, -3.389)  0.00
C (-4.369, -2.373, -4.772)  0.00
C (-3.252, -2.020, -5.514)  0.00
C (-2.041, -1.772, -4.876)  0.00
C (1.105, -1.944, -3.808)  0.03
C (2.218, -1.138, -4.052)  0.03
C (3.223, -1.547, -4.923)  0.00
C (3.133, -2.782, -5.549)  0.00
C (2.035, -3.600, -5.310)  0.00
C (1.028, -3.179, -4.452)  0.00
H (-0.612, 2.883, -3.833)  0.00
H (0.346, 1.408, -4.059)  0.00
H (1.108, 2.992, -4.239)  0.01
H (-0.035, 4.877, -1.662)  0.02
H (0.399, 4.338, -0.023)  -0.01
H (-1.090, 3.754, -0.774)  -0.01
H (3.119, 3.533, -2.289)  0.02
H (3.224, 1.765, -2.311)  -0.01
H (3.254, 2.636, -0.769)  -0.02
H (-3.014, -2.253, -1.672)  0.00
H (-5.146, -2.745, -2.805)  0.00
H (-5.311, -2.571, -5.268)  0.00
H (-3.321, -1.943, -6.593)  0.00
H (-1.170, -1.513, -5.468)  0.00
H (2.302, -0.181, -3.548)  0.01
H (4.076, -0.905, -5.110)  0.00
H (3.916, -3.107, -6.222)  0.00
H (1.964, -4.564, -5.798)  0.00
H (0.167, -3.816, -4.280)  0.00

The spin multiplicity is 2. For the relative energy (zero: lowest compared OMol25 entry of this formula, charge and spin), the calculation gives 38.7 kcal per mole.

=====

Computed, not measured: the molecule C16H18N2O2 at a distorted geometry, with the ωB97M-V functional and the def2-TZVPD basis.

Last column: Löwdin charge in e.
CARTESIAN COORDINATES (ANGSTROEM)
C (-2.100, -3.335, -1.682)  0.04
C (-1.603, -2.112, -1.231)  -0.15
C (-0.283, -1.682, -1.827)  -0.17
C (0.864, -2.143, -0.929)  -0.21
N (0.876, -1.438, 0.369)  0.01
N (1.740, -0.505, 0.472)  0.03
C (1.640, 0.252, 1.753)  -0.19
C (0.795, 1.538, 1.633)  -0.14
C (1.660, 2.665, 1.107)  -0.25
C (1.933, 2.802, -0.258)  -0.05
C (2.718, 3.867, -0.741)  -0.07
C (3.256, 4.798, 0.195)  -0.11
C (3.060, 4.635, 1.551)  -0.09
C (2.254, 3.560, 2.013)  -0.04
C (-2.288, -1.326, -0.149)  -0.19
O (-3.518, -0.683, -0.359)  0.00
C (-3.630, -1.930, 0.323)  -0.14
C (-4.336, -2.990, -0.535)  -0.17
O (-3.906, -4.261, -0.089)  0.01
C (-3.476, -3.933, -1.404)  -0.19
H (-1.554, -3.861, -2.466)  0.10
H (-0.261, -0.566, -1.970)  0.13
H (-0.141, -2.107, -2.827)  0.11
H (1.821, -1.905, -1.458)  0.11
H (0.813, -3.231, -0.839)  0.11
H (1.186, -0.369, 2.522)  0.10
H (2.628, 0.527, 2.092)  0.11
H (0.444, 1.856, 2.621)  0.11
H (-0.045, 1.381, 0.978)  0.10
H (1.567, 2.039, -0.931)  0.10
H (2.957, 3.901, -1.824)  0.11
H (3.904, 5.607, -0.159)  0.10
H (3.537, 5.338, 2.252)  0.11
H (2.108, 3.441, 3.057)  0.09
H (-1.633, -0.912, 0.631)  0.13
H (-3.755, -1.878, 1.399)  0.15
H (-5.305, -2.781, -0.950)  0.14
H (-3.929, -4.258, -2.338)  0.14

Its structure (SMILES) is C1=C(CC/N=N/CCc2ccccc2)[C@H]2O[C@H]2[C@@H]2O[C@H]12. For the relative energy (zero: lowest compared OMol25 entry of this formula, charge and spin), the calculation gives 154.4 kcal per mole.